Record 1
16
Properties=species:S:1:pos:R:3 method="wB97M-V/def2-TZVPD" gap_ev=10.7 largest_force_ev_per_a=0.4 charge=0 de_lowest_kcal_mol=24.74
C -1.4826 0.5915 -0.3787
C -0.6239 -0.1851 0.6102
C -0.3809 -1.6523 0.2180
O 0.9614 -1.3664 -0.1988
C 0.9114 -0.0737 0.4356
C 1.5391 1.0148 -0.4095
H -1.3561 1.6724 -0.2526
H -2.5462 0.3607 -0.2438
H -1.2200 0.3370 -1.4122
H -0.9743 -0.0236 1.6357
H -0.9891 -2.0487 -0.6055
H -0.4076 -2.3616 1.0572
H 1.4295 -0.1183 1.4077
H 2.5552 0.7076 -0.6813
H 1.6070 1.9559 0.1499
H 0.9772 1.1897 -1.3319

=====

Record 2
16
Properties=species:S:1:pos:R:3 method="wB97M-V/def2-TZVPD" gap_ev=8.8 largest_force_ev_per_a=0.3 charge=0 de_lowest_kcal_mol=102.89
C 0.6139 -1.6294 0.7589
C 0.7719 -0.2418 0.1767
O -0.1250 -0.0167 -0.9603
C 0.0041 0.9643 0.5657
C 0.2868 0.8812 -1.9923
C -1.3088 0.6911 1.2329
H 1.0623 -2.3954 0.1183
H -0.4327 -1.8890 0.9304
H 1.1300 -1.6516 1.7261
H 1.8096 -0.0564 -0.1262
H 1.3220 1.2010 -1.8525
H 0.1683 0.3639 -2.9477
H -0.3573 1.7599 -1.9527
H -1.1657 0.9707 2.2866
H -1.7145 -0.3306 1.1973
H -2.0652 1.3787 0.8389

=====

Record 3
16
Properties=species:S:1:pos:R:3 method="wB97M-V/def2-TZVPD" gap_ev=10.8 smiles=COC1CCC1 largest_force_ev_per_a=2.3 charge=0 de_lowest_kcal_mol=54.98
C 2.1207 -0.5770 0.1907
O 1.4461 0.5910 0.6004
C 0.3090 0.5637 -0.1754
C -0.9346 1.2804 0.3075
C -1.7314 0.1131 -0.2824
C -0.6051 -0.8692 -0.0425
H 2.5781 -0.4364 -0.8028
H 1.2400 -1.2743 0.0560
H 2.8984 -0.7971 0.9308
H 0.5652 0.7698 -1.2343
H -0.9278 1.2598 1.4028
H -1.1853 2.2827 -0.0472
H -1.8006 0.2492 -1.3670
H -2.7026 -0.1206 0.1329
H -0.6082 -1.2456 0.9995
H -0.6617 -1.7895 -0.6691

=====

Record 4
16
Properties=species:S:1:pos:R:3 method="wB97M-V/def2-TZVPD" gap_ev=10.6 smiles=COC1CCC1 largest_force_ev_per_a=3.2 charge=0 de_lowest_kcal_mol=65.23
C -0.6666 0.2545 2.2212
O -0.1205 1.0274 1.1782
C -0.2971 0.4009 -0.0222
C 0.1708 -1.0283 -0.3570
C 0.9630 -0.5327 -1.5858
C 0.4966 0.9151 -1.2441
H -0.0093 -0.5943 2.4511
H -1.6593 -0.1338 1.9343
H -0.7549 0.9064 3.0918
H -1.5459 0.2932 -0.2432
H 0.5057 -1.8156 0.3275
H -0.8748 -1.1495 -0.6314
H 0.5793 -0.9327 -2.5319
H 2.0549 -0.6652 -1.5935
H 1.3210 1.6139 -1.0453
H -0.1949 1.3700 -1.9465

=====

Record 5
16
Properties=species:S:1:pos:R:3 method="wB97M-V/def2-TZVPD" gap_ev=8.6 largest_force_ev_per_a=0.8 charge=0 de_lowest_kcal_mol=86.68
C 0.8911 1.3209 1.2767
C 1.0960 0.0047 0.6347
C -1.4392 -1.0344 0.2396
C -0.3598 -1.2519 -0.8015
C 0.6398 -0.0888 -0.7661
O -0.0234 1.0231 -1.3725
H 1.7994 1.8716 0.9925
H 0.0419 1.9111 0.9268
H 0.9094 1.2807 2.3649
H -0.9345 -1.0114 1.2225
H -2.1298 -1.8553 0.2832
H -1.9733 -0.0971 0.0721
H 0.1772 -2.1751 -0.5911
H -0.7777 -1.3144 -1.8059
H 1.5225 -0.3709 -1.3641
H 0.5604 1.7873 -1.3119

=====

Record 6
16
Properties=species:S:1:pos:R:3 method="wB97M-V/def2-TZVPD" gap_ev=8.7 largest_force_ev_per_a=0.3 charge=0 de_lowest_kcal_mol=115.11
C 2.4726 0.3893 -0.0962
C 1.2131 -0.1117 0.5845
O 0.1974 -0.3615 -0.4048
C -1.3791 -0.7945 0.0358
C -2.0015 0.1082 1.0403
C -2.0693 0.3291 -0.4549
H 3.2525 0.5548 0.6542
H 2.2914 1.3363 -0.6158
H 2.8359 -0.3407 -0.8259
H 1.3889 -1.0652 1.0916
H 0.8408 0.6113 1.3195
H -1.3837 -1.8752 -0.0538
H -2.8319 -0.3393 1.5994
H -1.3979 0.7695 1.6670
H -2.9700 0.3029 -1.0578
H -0.3804 0.4861 -0.7211

=====

Record 7
16
Properties=species:S:1:pos:R:3 method="wB97M-V/def2-TZVPD" gap_ev=10.6 smiles="C1=CC1.[H][H].CC=O" largest_force_ev_per_a=0.6 charge=0 de_lowest_kcal_mol=100.91
C 0.0626 -0.3650 1.4936
C -0.6254 0.6568 1.8845
C -1.3684 -0.3312 1.0349
H 0.9945 -0.9107 1.4875
H -0.6925 1.5873 2.4231
H -1.6059 -0.0712 -0.0032
H -2.1040 -0.9945 1.4986
H -0.6702 2.3190 -0.4082
H -0.9930 2.5440 0.2236
C 0.9453 -1.2758 -1.4550
C 1.0766 0.2079 -1.2277
O 0.3370 1.0071 -1.7558
H -0.1129 -1.5525 -1.4722
H 1.4766 -1.8697 -0.7079
H 1.3707 -1.5048 -2.4381
H 1.9090 0.5534 -0.5776

=====

Record 8
16
Properties=species:S:1:pos:R:3 method="wB97M-V/def2-TZVPD" gap_ev=8.0 largest_force_ev_per_a=0.5 charge=0 de_lowest_kcal_mol=101.07
C 1.0358 0.6338 -0.7594
C 1.1680 -0.1130 0.5553
C -0.7914 0.4364 2.1170
O -0.1972 -0.4752 0.8861
C -0.9669 -0.6128 -0.3442
C -0.0174 -0.2169 -1.4773
H 1.9790 0.6986 -1.3086
H 0.6672 1.6492 -0.5740
H 1.7327 -1.0455 0.4361
H 1.5248 0.4551 1.4119
H -1.2924 1.2163 1.5005
H -1.6181 -0.2476 2.3919
H -1.8211 0.0605 -0.2462
H -1.3199 -1.6455 -0.4015
H -0.5380 0.3135 -2.2793
H 0.4548 -1.1068 -1.9082

=====

Record 9
16
Properties=species:S:1:pos:R:3 method="wB97M-V/def2-TZVPD" gap_ev=11.2 smiles=CC[C@H]1O[C@H]1C largest_force_ev_per_a=0.3 charge=0 de_lowest_kcal_mol=25.69
C 0.8202 0.1685 -1.7898
C 0.5426 -0.9354 -0.7689
C -0.8094 -0.7077 -0.1394
O -1.0942 -1.2360 1.1476
C -1.0611 0.1820 0.9998
C -0.0041 0.9134 1.7853
H -0.0286 0.2868 -2.4746
H 1.7071 -0.0444 -2.3938
H 0.9720 1.1308 -1.2876
H 0.5440 -1.9164 -1.2610
H 1.3235 -0.9676 -0.0019
H -1.6375 -0.8280 -0.8451
H -2.0480 0.6505 1.0310
H 0.9339 0.3530 1.8089
H -0.3449 1.0401 2.8187
H 0.1844 1.9103 1.3708

=====

Record 10
16
Properties=species:S:1:pos:R:3 method="wB97M-V/def2-TZVPD" gap_ev=10.1 smiles="C=CC1CC1.O" largest_force_ev_per_a=0.8 charge=0 de_lowest_kcal_mol=46.63
C -1.9395 -0.3757 0.8138
C -0.7157 -0.3796 0.2755
C 0.5253 -0.0611 1.0072
C 1.6051 -1.1136 0.8886
C 1.8195 0.2495 0.3081
H -2.0904 -0.0738 1.8468
H -2.8082 -0.7186 0.2615
H -0.5745 -0.6948 -0.7620
H 0.3776 0.3960 1.9831
H 2.1284 -1.4088 1.7920
H 1.3999 -1.9296 0.1983
H 1.8081 0.3740 -0.7713
H 2.5122 0.9125 0.8214
O -1.0903 1.9081 -0.6368
H -1.7001 1.3696 -0.0945
H -1.2127 1.5657 -1.5301

=====

Record 11
16
Properties=species:S:1:pos:R:3 method="wB97M-V/def2-TZVPD" gap_ev=10.4 smiles=CO[C@H]1C[C@H]1C largest_force_ev_per_a=0.3 charge=0 de_lowest_kcal_mol=35.81
C 1.7807 -1.1179 -0.8168
O 0.3974 -1.2254 -0.5606
C -0.3027 -0.0579 -0.8466
C -1.7115 0.0325 -0.3723
C -0.6594 0.9441 0.2202
C -0.2622 0.7460 1.6642
H 2.1479 -2.1219 -1.0461
H 2.3328 -0.7203 0.0459
H 1.9773 -0.4689 -1.6826
H -0.0836 0.3415 -1.8403
H -2.0483 -0.7788 0.2690
H -2.4680 0.4221 -1.0474
H -0.6715 1.9815 -0.1123
H 0.7603 1.0903 1.8581
H -0.3216 -0.3106 1.9429
H -0.9356 1.3080 2.3220

=====

Record 12
16
Properties=species:S:1:pos:R:3 method="wB97M-V/def2-TZVPD" gap_ev=8.9 largest_force_ev_per_a=0.4 charge=0 de_lowest_kcal_mol=87.94
C -1.1207 0.1530 0.5514
C 0.2403 0.4888 1.1587
C 1.5041 0.2891 0.3478
O 1.3317 -0.0343 -0.9032
C 0.0509 -0.1943 -1.5902
C -1.0849 0.5469 -0.9202
H -1.9200 0.6807 1.0826
H -1.3352 -0.9209 0.6389
H 0.3209 1.5687 1.3580
H 0.3865 0.0181 2.1398
H 2.1309 -2.0545 1.5356
H 2.3365 -1.3781 1.2903
H -0.1441 -1.2711 -1.6403
H 0.2510 0.1710 -2.5991
H -2.0206 0.3070 -1.4364
H -0.9272 1.6299 -1.0136

=====

Record 13
16
Properties=species:S:1:pos:R:3 method="wB97M-V/def2-TZVPD" gap_ev=10.5 smiles="CC(=O)C(C)C" largest_force_ev_per_a=0.3 charge=0 de_lowest_kcal_mol=0.86
C 2.0528 -0.2345 -0.6102
C 0.9281 0.3235 0.2401
O 1.1170 1.2615 0.9833
C -0.4584 -0.3053 0.1066
C -1.2683 0.5992 -0.8354
C -1.1572 -0.4286 1.4602
H 2.6756 -0.8841 0.0142
H 1.6904 -0.8299 -1.4510
H 2.6894 0.5745 -0.9721
H -0.3546 -1.2979 -0.3525
H -0.7607 0.7596 -1.7939
H -1.4191 1.5773 -0.3637
H -2.2487 0.1569 -1.0394
H -1.1683 0.5427 1.9642
H -0.6508 -1.1449 2.1157
H -2.1923 -0.7633 1.3252

=====

Record 14
16
Properties=species:S:1:pos:R:3 method="wB97M-V/def2-TZVPD" gap_ev=9.4 smiles="C/C=C/CCO" largest_force_ev_per_a=0.9 charge=0 de_lowest_kcal_mol=45.08
C 2.2349 -0.2671 0.2280
C 0.9654 0.4464 -0.0848
C 0.0031 0.7087 0.7961
C -1.3747 0.9168 0.2728
C -1.6616 -0.5383 -0.3183
O -0.5310 -1.2528 -0.7940
H 2.1276 -0.9519 1.0755
H 2.9207 0.5339 0.4965
H 2.6737 -0.8278 -0.6080
H 0.8495 0.7815 -1.1219
H 0.0663 0.2546 1.7855
H -2.0842 1.2340 1.0645
H -1.4542 1.6801 -0.5129
H -2.4246 -0.5265 -1.0987
H -2.0278 -1.1334 0.5289
H -0.2832 -1.0581 -1.7091

=====

Record 15
16
Properties=species:S:1:pos:R:3 method="wB97M-V/def2-TZVPD" gap_ev=9.8 smiles="C=C=O.CCC" largest_force_ev_per_a=3.3 charge=0 de_lowest_kcal_mol=61.73
C -1.5135 1.5903 -0.8461
C -0.8254 0.5714 -1.3671
O -0.5122 -0.2369 -2.1573
H -1.1946 2.0886 0.0561
H -2.2535 2.0634 -1.4753
C 1.4062 0.4421 0.4917
C 0.0545 -0.2995 0.6489
C 0.2118 -1.7900 0.4018
H 1.3277 1.5129 0.6874
H 1.8385 0.2981 -0.4987
H 2.1389 0.0534 1.2144
H -0.2579 -0.1113 1.6659
H -1.0441 0.0818 0.2501
H 0.4954 -1.9972 -0.6325
H -0.7235 -2.3162 0.5978
H 0.9857 -2.2096 1.0507